Entry 1:
Below is a structure of composition C44H66As3NNaOPSTe, with properties calculated with ωB97M-V/def2-TZVPD.

Element x y z (Å)
Na1 0.44 0.21 -1.12
C1 1.07 -0.38 3.73
As1 1.81 1.02 2.51
C2 0.55 2.59 2.94
C3 3.29 1.61 3.69
C4 4.69 1.05 3.29
C5 5.72 1.84 4.11
C6 5.01 1.39 1.84
As2 4.06 0.66 0.26
C7 4.99 -1.10 0.00
C8 5.00 1.84 -1.08
C9 4.73 -0.46 3.54
As3 6.38 -1.60 3.55
C10 7.92 -0.45 3.10
C11 6.66 -1.57 5.47
H1 1.71 -0.65 4.57
H2 1.12 -1.30 3.15
H3 0.06 -0.11 4.10
H4 0.35 2.62 3.99
H5 -0.30 2.33 2.32
H6 1.11 3.43 2.54
H7 3.01 1.50 4.76
H8 3.34 2.74 3.48
H9 5.35 2.87 4.24
H10 6.65 1.88 3.58
H11 5.86 1.37 5.07
H12 5.98 1.11 1.50
H13 4.92 2.46 1.73
H14 6.05 -0.90 0.12
H15 4.74 -1.71 -0.88
H16 4.69 -1.76 0.84
H17 4.27 1.90 -1.91
H18 5.85 1.25 -1.33
H19 5.35 2.81 -0.65
H20 4.16 -1.03 2.78
H21 4.24 -0.73 4.52
H22 7.87 -0.05 2.05
H23 8.77 -1.12 3.16
H24 8.01 0.41 3.84
H25 5.64 -1.71 5.95
H26 7.02 -0.55 5.65
H27 7.36 -2.33 5.81
N1 -0.26 1.88 -3.85
C12 0.30 1.93 -2.79
H28 -0.60 2.10 -4.80
Te1 1.07 3.47 -1.00
C13 -0.17 5.21 -1.40
C14 -1.55 5.31 -1.05
C15 -2.28 6.41 -1.42
C16 -1.62 7.48 -2.12
C17 -0.29 7.36 -2.46
C18 0.46 6.29 -2.01
H29 -1.91 4.50 -0.49
H30 -3.30 6.64 -0.95
H31 -2.12 8.41 -2.47
H32 0.17 8.12 -2.99
H33 1.48 6.24 -2.24
C19 -5.53 2.65 0.01
C20 -6.08 1.20 -0.28
C21 -6.26 0.54 1.16
C22 -7.40 1.35 -1.01
P1 -4.71 0.29 -1.36
C23 -4.87 1.04 -2.98
C24 -6.03 0.96 -3.79
C25 -5.99 1.51 -5.07
C26 -5.00 2.37 -5.44
C27 -3.92 2.52 -4.58
C28 -3.81 1.90 -3.37
C29 -4.95 -1.56 -1.64
C30 -4.34 -2.26 -0.40
C31 -4.25 -1.98 -2.92
C32 -6.49 -1.80 -1.72
H34 -6.18 3.22 0.70
H35 -5.55 3.18 -0.95
H36 -4.58 2.57 0.55
H37 -6.73 1.29 1.83
H38 -5.28 0.21 1.58
H39 -6.98 -0.36 1.21
H40 -8.08 2.01 -0.40
H41 -7.91 0.38 -1.10
H42 -7.30 1.87 -1.99
H43 -6.87 0.34 -3.46
H44 -6.74 1.25 -5.76
H45 -5.03 3.01 -6.30
H46 -3.12 3.16 -4.96
H47 -2.91 1.97 -2.74
H48 -3.31 -1.91 -0.20
H49 -4.36 -3.36 -0.44
H50 -4.93 -1.93 0.49
H51 -3.20 -1.64 -3.00
H52 -4.76 -1.61 -3.83
H53 -4.33 -3.06 -3.00
H54 -7.02 -1.26 -0.91
H55 -6.69 -2.84 -1.48
H56 -6.91 -1.58 -2.68
O1 0.83 -1.85 -0.43
S1 1.68 -2.83 0.29
C33 0.62 -4.09 0.93
C34 0.70 -4.62 2.19
C35 -0.03 -5.76 2.49
C36 -0.96 -6.26 1.57
C37 -1.20 -5.56 0.35
C38 -0.33 -4.56 0.01
C39 2.52 -3.84 -0.97
C40 2.52 -3.45 -2.34
C41 3.07 -4.31 -3.27
C42 3.57 -5.62 -2.92
C43 3.63 -5.91 -1.55
C44 3.07 -5.09 -0.59
H57 1.37 -4.21 2.95
H58 0.16 -6.25 3.47
H59 -1.59 -7.14 1.75
H60 -1.94 -5.96 -0.35
H61 -0.42 -3.96 -0.88
H62 1.96 -2.54 -2.58
H63 3.12 -4.00 -4.31
H64 4.05 -6.33 -3.67
H65 4.06 -6.86 -1.19
H66 3.07 -5.37 0.46

- HOMO (eV) = -4.874
- maximum force (eV/A) = 3.4
- frontier orbital gap (eV) = 4.8716
- spin multiplicity = 1

Mulliken population analysis, charges in e, atoms 1 to 5: 0.820, -0.843, 0.792, -1.319, -1.958


Entry 2:
Below is a structure of composition C13H21N4NiO8S3, with properties calculated with ωB97M-V/def2-TZVPD.

Element x y z (Å)
Ni1 -0.06 0.49 0.01
N1 1.97 0.52 0.04
C1 2.30 0.33 1.46
C2 3.78 0.44 1.78
C3 4.66 -0.44 0.89
C4 4.33 -1.94 0.92
N2 3.13 -2.36 0.21
C5 3.02 -2.52 -1.10
N3 4.07 -2.25 -1.91
N4 1.90 -3.01 -1.60
C6 1.38 1.27 2.28
O1 1.81 1.76 3.32
O2 0.20 1.39 1.79
H1 2.36 -0.18 -0.56
H2 2.21 1.45 -0.32
H3 1.93 -0.66 1.73
H4 3.92 0.18 2.83
H5 4.10 1.48 1.69
H6 5.70 -0.34 1.21
H7 4.62 -0.07 -0.14
H8 4.20 -2.27 1.95
H9 5.17 -2.52 0.51
H10 2.21 -2.38 0.68
H11 4.77 -1.59 -1.60
H12 3.92 -2.31 -2.90
H13 1.12 -3.06 -0.92
H14 1.60 -2.68 -2.51
O3 -1.96 -0.45 -0.17
S1 -1.22 -1.61 -0.75
O4 -2.04 -2.63 -1.34
O5 -0.20 -1.02 -1.67
S2 -0.12 -2.33 0.83
C7 -0.66 8.12 1.67
C8 -0.37 6.90 0.84
C9 -0.13 7.00 -0.53
C10 0.14 5.87 -1.29
C11 0.16 4.63 -0.68
C12 -0.09 4.50 0.68
C13 -0.35 5.64 1.43
S3 0.55 3.19 -1.65
O6 0.27 3.53 -3.02
O7 1.97 2.91 -1.38
O8 -0.33 2.13 -1.11
H15 -0.62 9.03 1.06
H16 0.07 8.23 2.48
H17 -1.65 8.06 2.12
H18 -0.15 7.98 -1.00
H19 0.31 5.94 -2.36
H20 -0.08 3.52 1.15
H21 -0.54 5.54 2.49

- HOMO (spin up / spin down) (eV) = -5.534 / -5.660
- net charge = -1
- maximum force (eV/A) = 0.1
- frontier orbital gap (spin up / spin down) (eV) = 7.4579 / 7.5826
- ⟨S²⟩ = 2.00
- spin multiplicity = 3

natural (NBO) population analysis, charges in e, atoms 1 to 5: 1.518, -0.908, -0.190, -0.411, -0.412


Entry 3:
Below is the molecule CH3FO2S, with properties calculated with ωB97M-V/def2-TZVPD.

Element x y z (Å)
O1 1.41 1.33 0.46
S1 0.11 0.92 0.25
O2 -0.80 1.06 1.30
C1 0.07 -0.92 -0.20
F1 -0.62 -1.21 -1.47
H1 -0.49 1.74 -0.66
H2 0.93 -1.56 -0.38
H3 -0.63 -1.35 0.70

- HOMO (eV) = -11.590
- maximum force (eV/A) = 4.5
- frontier orbital gap (eV) = 11.8755
- SMILES = O=[SH](=O)CF
- spin multiplicity = 1

natural (NBO) population analysis, charges in e, atoms 1 to 5: -0.926, 2.014, -0.950, -0.214, -0.374


Computed values of energy above the lowest of the compared OMol25 structures with the same formula, charge and spin (unit: eV) for the preceding records, in sequence: 4.6340, 0.0151, 2.0013.